Here is a molecular structure, C55H43F3IrN5O3S5 from the OMol25 dataset. Energies are from the ωB97M-V functional and the def2-TZVPD basis.

Output
E_tot: -5015.79416 hartree
Net charge: 0
Relative energy (zero: lowest compared OMol25 entry of this formula, charge and spin): 6.2 kcal per mole
HOMO-LUMO gap: 6.85 eV
Highest occupied orbital energy: -7.1 eV
2S+1: 1

```
115
Properties=species:S:1:pos:R:3:lowdin_charge:R:1
Ir -0.3315 0.5480 0.2093 1.227
N -0.1793 -1.4262 0.8625 -0.349
S -0.2057 -2.8501 0.6387 0.795
N 0.9077 -3.6248 -0.3352 -0.349
S 1.0684 -3.6075 -1.8498 0.880
N 1.8606 -2.5105 -2.5896 -0.370
S 1.9020 -0.9576 -2.0077 0.759
N 0.6524 -0.3240 -1.6340 -0.333
C 3.3318 -1.1808 -0.9099 -0.287
C 4.5911 -1.3626 -1.4698 -0.064
C 5.6680 -1.6573 -0.6484 -0.069
C 5.4809 -1.7882 0.7209 -0.076
C 4.2180 -1.6160 1.2662 -0.067
C 3.1358 -1.3018 0.4552 -0.087
C 2.6560 -0.1738 -3.4241 -0.323
C 2.6331 -0.7154 -4.6973 -0.065
C 3.1308 0.0385 -5.7532 -0.072
C 3.6463 1.3058 -5.5240 -0.075
C 3.6565 1.8374 -4.2393 -0.060
C 3.1492 1.1015 -3.1822 -0.061
C -0.4690 -3.8213 -2.7367 -0.292
C -1.0815 -5.0656 -2.7991 -0.060
C -2.2409 -5.2003 -3.5447 -0.070
C -2.7777 -4.1013 -4.2021 -0.068
C -2.1683 -2.8579 -4.1054 -0.048
C -1.0007 -2.7093 -3.3728 -0.059
C 1.9725 -5.0976 -2.1923 -0.292
C 2.7616 -5.1595 -3.3298 -0.046
C 3.4385 -6.3379 -3.6042 -0.058
C 3.3162 -7.4273 -2.7526 -0.065
C 2.5244 -7.3456 -1.6152 -0.059
C 1.8443 -6.1725 -1.3256 -0.068
C -1.6569 -3.7231 0.0489 -0.300
C -2.5239 -3.0491 -0.7877 -0.087
C -3.6590 -3.7036 -1.2495 -0.058
C -3.8969 -5.0192 -0.8905 -0.071
C -3.0001 -5.6976 -0.0695 -0.073
C -1.8735 -5.0517 0.4086 -0.072
C 0.1620 -3.6729 2.1780 -0.313
C 1.3158 -4.3993 2.4097 -0.069
C 1.5496 -4.8895 3.6900 -0.073
C 0.6358 -4.6514 4.7046 -0.075
C -0.5146 -3.9102 4.4555 -0.059
C -0.7553 -3.4057 3.1895 -0.058
H 4.7375 -1.2819 -2.5386 0.112
H 6.6518 -1.7856 -1.0803 0.105
H 6.3236 -2.0150 1.3616 0.105
H 4.0658 -1.7091 2.3345 0.112
H 2.1560 -1.1538 0.8827 0.066
H 2.2354 -1.7081 -4.8580 0.098
H 3.1193 -0.3695 -6.7555 0.105
H 4.0406 1.8837 -6.3498 0.105
H 4.0586 2.8260 -4.0596 0.108
H 3.1316 1.5025 -2.1737 0.101
H -0.6655 -5.9197 -2.2822 0.115
H -2.7271 -6.1647 -3.6060 0.117
H -3.6829 -4.2134 -4.7841 0.114
H -2.6013 -1.9971 -4.5963 0.118
H -0.5267 -1.7411 -3.2705 0.092
H 2.8543 -4.2930 -3.9695 0.107
H 4.0673 -6.4020 -4.4819 0.110
H 3.8477 -8.3438 -2.9725 0.109
H 2.4405 -8.1927 -0.9478 0.111
H 1.2360 -6.0787 -0.4356 0.104
H -2.3380 -2.0139 -1.0434 0.084
H -4.3652 -3.1579 -1.8594 0.119
H -4.7916 -5.5194 -1.2383 0.111
H -3.1892 -6.7245 0.2155 0.105
H -1.1886 -5.5721 1.0645 0.111
H 2.0239 -4.5636 1.6096 0.098
H 2.4507 -5.4540 3.8913 0.105
H 0.8221 -5.0375 5.6984 0.105
H -1.2217 -3.7181 5.2516 0.110
H -1.6343 -2.8053 2.9772 0.119
S -1.7785 3.3418 3.3399 1.008
C -1.6027 1.8025 4.0819 -0.408
C -1.1799 0.8385 3.2174 -0.167
C -0.9923 1.3345 1.8953 -0.368
C -1.2768 2.6788 1.8316 -0.551
C -1.1765 3.3005 0.5392 -0.257
C -1.5212 4.6053 0.1912 -0.008
C -1.4205 5.0037 -1.1254 -0.060
C -0.9781 4.0998 -2.0861 -0.057
C -0.6405 2.8248 -1.6824 -0.094
N -0.7332 2.4382 -0.4092 -0.069
H -1.8256 1.6961 5.1321 0.062
H -1.0199 -0.1916 3.5011 0.092
H -1.8721 5.2813 0.9591 0.110
H -1.6896 6.0132 -1.4082 0.108
H -0.8929 4.3744 -3.1272 0.102
H -0.2761 2.0703 -2.3678 0.105
F 8.0936 4.4818 2.1906 0.132
C 7.7933 3.9958 0.9686 -0.582
F 8.0115 4.9874 0.0872 0.128
F 8.7140 3.0391 0.7114 0.128
C 6.3977 3.4596 0.9026 -0.139
C 5.5186 3.8639 -0.0899 -0.013
C 4.2431 3.3266 -0.1413 -0.030
C 3.8223 2.3717 0.7914 -0.242
C 4.7207 1.9926 1.7984 -0.019
C 5.9925 2.5268 1.8512 -0.013
C 2.5247 1.7820 0.7032 -0.098
C 1.4173 1.2921 0.5984 -0.196
H 5.8277 4.6016 -0.8177 0.116
H 3.5479 3.6510 -0.9057 0.111
H 4.4010 1.2690 2.5344 0.113
H 6.6773 2.2225 2.6331 0.123
C -4.2826 1.3130 0.8525 -0.128
S -3.6315 -0.2036 0.2045 0.403
O -4.6216 -0.6804 -0.7389 -0.331
O -3.3625 -1.0648 1.3397 -0.334
O -2.3757 0.1572 -0.5386 -0.492
H -5.3009 1.1094 1.1758 0.067
H -4.2812 2.0610 0.0615 0.069
H -3.6731 1.6310 1.6926 0.036
```